# C28H29BrLiN4O4S2

A molecular structure, C28H29BrLiN4O4S2 (ωB97M-V with the def2-TZVPD basis set, the Open Molecules 2025 dataset).

```
69
C28H29BrLiN4O4S2, DFT ωB97M-V with the def2-TZVPD basis set
Li 0.69 0.47 0.22
Br -1.95 -2.14 6.27
C -1.43 -1.07 4.79
C -0.95 0.23 5.00
C -0.58 1.02 3.95
C -0.64 0.56 2.59
O -0.30 1.34 1.64
C -1.14 -0.78 2.41
C -1.37 -1.32 1.10
N -0.98 -0.74 0.02
C -1.39 -1.15 -1.25
C -2.43 -1.99 -1.55
C -2.75 -2.30 -2.89
C -2.04 -1.76 -3.92
C -0.97 -0.87 -3.66
C -0.18 -0.27 -4.67
C 0.84 0.56 -4.32
C 1.05 0.85 -2.95
N 0.32 0.34 -1.99
C -0.66 -0.54 -2.32
C -1.52 -1.56 3.51
H -0.87 0.61 6.02
H -0.21 2.02 4.11
H -1.93 -2.27 1.07
H -3.03 -2.41 -0.76
H -3.58 -2.96 -3.09
H -2.28 -2.00 -4.95
H -0.39 -0.51 -5.71
H 1.47 1.02 -5.07
H 1.86 1.50 -2.64
H -1.91 -2.56 3.34
C -2.34 4.46 -2.60
C -2.04 2.97 -2.56
N -2.13 2.40 -1.23
C -3.28 1.96 -0.66
S -4.77 2.02 -1.44
N -3.11 1.49 0.59
C -4.16 0.82 1.35
C -5.07 1.79 2.08
H -2.26 4.85 -3.62
H -1.64 5.01 -1.97
H -3.35 4.64 -2.24
H -1.03 2.77 -2.92
H -2.73 2.43 -3.21
H -1.28 2.27 -0.71
H -2.16 1.41 0.92
H -3.65 0.18 2.07
H -4.73 0.19 0.67
H -4.50 2.39 2.79
H -5.84 1.24 2.64
H -5.57 2.45 1.37
C 4.16 6.18 3.22
C 3.97 4.81 2.64
C 5.04 4.09 2.12
C 4.86 2.82 1.59
C 3.60 2.26 1.56
C 2.51 2.95 2.08
C 2.71 4.22 2.61
S 3.35 0.64 0.85
O 4.67 0.07 0.71
O 2.42 -0.05 1.75
O 2.66 0.90 -0.44
H 5.20 6.51 3.13
H 3.90 6.20 4.28
H 3.52 6.92 2.72
H 6.03 4.52 2.15
H 5.69 2.25 1.20
H 1.52 2.51 2.09
H 1.85 4.76 3.01
```

The value obtained for the HOMO-LUMO gap is 7.0 eV. As for the HOMO energy: -5.1 eV. The energy above the lowest of the compared OMol25 structures with the same formula, charge and spin comes out at 0.00 kJ/mol. As for the total charge: -1. The calculation puts the strongest force on any atom at 0.0101 hartree/bohr.

These are the natural (NBO) partial charges, in e, on atoms 1 to 4: 0.87, 0.00, -0.16, -0.21

# C4H5NO

C4H5NO in the gas phase (ωB97M-V with the def2-TZVPD basis set, the Open Molecules 2025 dataset).

```
11
C4H5NO, DFT ωB97M-V with the def2-TZVPD basis set
C -0.80 -1.14 -0.10
N -1.73 -0.33 -0.23
O -1.49 0.99 0.05
C 0.05 0.98 0.46
C 0.91 0.48 -0.66
C 0.42 -0.51 0.49
H -1.08 -2.18 -0.12
H 0.16 1.90 1.21
H 1.94 0.78 -0.68
H 0.60 0.19 -1.62
H 1.03 -1.15 1.20
```

The value obtained for the HOMO-LUMO gap is 10.4 eV. As for the HOMO energy: -9.4 eV. The energy above the lowest of the compared OMol25 structures with the same formula, charge and spin comes out at 384.02 kJ/mol. The structure (SMILES) is C1=NO[C@@H]2C[C@H]12. The calculation puts the strongest force on any atom at 0.0876 hartree/bohr.

These are the natural (NBO) partial charges, in e, on atoms 1 to 4: -0.03, -0.09, -0.35, 0.03

# C20H21HoN5O3SSe

A molecular structure, C20H21HoN5O3SSe (ωB97M-V with the def2-TZVPD basis set, the Open Molecules 2025 dataset).

```
52
C20H21HoN5O3SSe, DFT ωB97M-V with the def2-TZVPD basis set
Ho -0.24 0.80 0.01
C -1.48 3.14 -2.20
O -1.81 2.09 -1.28
C -2.96 2.42 -0.49
C -3.25 1.24 0.41
O -2.24 1.09 1.42
C -2.57 1.76 2.64
H -2.33 3.35 -2.85
H -0.64 2.79 -2.80
H -1.20 4.04 -1.65
H -3.81 2.62 -1.14
H -2.74 3.32 0.10
H -3.23 0.33 -0.20
H -4.24 1.33 0.87
H -3.48 1.33 3.06
H -2.70 2.83 2.48
H -1.74 1.60 3.33
O -1.04 -0.98 -0.31
C -1.19 -1.76 0.76
C -2.44 -2.33 1.04
C -2.62 -3.19 2.10
C -1.56 -3.51 2.95
C -0.33 -2.96 2.70
C -0.11 -2.08 1.63
C 1.24 -1.58 1.39
N 1.57 -0.38 0.91
C 2.94 -0.32 0.88
C 3.45 -1.49 1.35
N 2.37 -2.27 1.66
H -3.26 -2.10 0.37
H -3.60 -3.63 2.27
H -1.71 -4.18 3.78
H 0.50 -3.17 3.37
H 3.47 0.56 0.56
H 4.46 -1.82 1.48
H 2.40 -3.21 2.00
Se 2.39 2.47 -1.53
N 1.21 1.16 -1.82
C 1.86 0.14 -2.40
C 1.28 -1.09 -2.79
C 2.08 -2.02 -3.38
C 3.47 -1.78 -3.61
C 4.06 -0.61 -3.25
C 3.26 0.39 -2.64
N 3.69 1.58 -2.25
H 0.23 -1.27 -2.61
H 1.66 -2.96 -3.70
H 4.06 -2.56 -4.08
H 5.11 -0.42 -3.42
S 0.71 4.89 2.52
C 0.57 3.66 1.54
N 0.46 2.74 0.79
```

The value obtained for the HOMO-LUMO gap (alpha / beta) is 6.9 / 7.0 eV. As for the HOMO energy (alpha / beta): -11.0 / -11.0 eV. Its spin multiplicity is 5. As for the total charge: +1. The calculation puts the strongest force on any atom at 0.0473 hartree/bohr.

These are the natural (NBO) partial charges, in e, on atoms 1 to 4: 1.99, -0.25, -0.58, -0.10